--- a ---
The following is a DFT calculation (the ωB97M-V functional and the def2-TZVPD basis) of a 2-piece molecular cluster, BrIO2S2 overall.

Structure (XYZ):
```
6
Properties=species:S:1:pos:R:3:mulliken_charge:R:1
O -1.432 0.780 1.715 -0.316
O 0.110 1.040 -1.207 -0.362
S 1.161 0.026 -1.655 0.224
S -1.584 0.213 0.428 0.482
Br -0.892 -1.944 0.468 -0.116
I 2.637 -0.116 0.250 0.088
```

Orbital gap (alpha / beta) in eV: 8.02 / 6.76

=====

--- b ---
The following is a DFT calculation (the ωB97M-V functional and the def2-TZVPD basis) of one molecule with the formula BrIO2S2.

Structure (XYZ):
```
6
Properties=species:S:1:pos:R:3:mulliken_charge:R:1
O -0.149 -0.018 1.678 -0.313
O 0.223 -0.513 -0.877 -0.279
S -0.761 0.262 0.428 0.623
S 1.375 -0.105 -1.887 0.053
Br -0.218 2.336 -0.286 -0.077
I 3.231 0.039 0.180 -0.007
```

Orbital gap in eV: 7.00

=====

So which one is most stable? That would be a, about 0.186 eV below the next structure.

=====

--- a ---
The following is a DFT calculation (the ωB97M-V functional and the def2-TZVPD basis) of a 2-piece molecular cluster, C2H6OS2 overall.

Structure (XYZ):
```
11
Properties=species:S:1:pos:R:3:mulliken_charge:R:1
S 1.515 -2.581 1.449 -0.165
S -0.034 -1.240 1.874 -0.177
H 2.467 -1.667 1.232 0.159
H 0.608 -0.300 2.581 0.161
C -0.961 1.702 -0.630 -0.702
C -0.813 0.520 -1.186 0.092
O 0.431 0.066 -1.512 -0.469
H -1.851 2.044 -0.116 0.252
H -0.158 2.442 -0.635 0.224
H -1.614 -0.204 -1.082 0.290
H 0.409 -0.781 -1.975 0.335
```

Orbital gap in eV: 8.95
SMILES: C=CO.SS

=====

--- b ---
The following is a DFT calculation (the ωB97M-V functional and the def2-TZVPD basis) of a 2-piece molecular cluster, C2H6OS2 overall.

Structure (XYZ):
```
11
Properties=species:S:1:pos:R:3:mulliken_charge:R:1
C 0.273 0.270 1.341 -0.862
C -0.004 -0.970 0.492 -0.558
O -0.313 1.334 -2.627 -0.289
S 1.129 -1.214 -0.969 -0.183
S -1.670 1.825 -2.463 0.263
H 0.599 1.182 0.841 0.293
H -0.663 0.752 1.713 0.274
H 0.930 -0.074 2.112 0.281
H -1.021 -1.051 0.153 0.339
H 0.272 -1.681 1.195 0.332
H 0.468 -0.372 -1.787 0.108
```

Orbital gap (alpha / beta) in eV: 6.97 / 6.96
SMILES: CCS.O=S

=====

--- c ---
The following is a DFT calculation (the ωB97M-V functional and the def2-TZVPD basis) of a 2-piece molecular cluster, C2H6OS2 overall.

Structure (XYZ):
```
11
Properties=species:S:1:pos:R:3:mulliken_charge:R:1
C 0.538 -1.279 0.579 -0.913
C -0.287 0.521 -0.243 0.175
O -0.734 -0.052 -1.363 -0.466
S 1.117 1.671 -0.386 -0.160
S -1.556 1.049 0.850 -0.206
H 1.380 -1.373 -0.035 0.333
H 0.718 -0.765 1.491 0.345
H -0.241 -2.089 0.514 0.269
H -0.117 -0.122 -2.096 0.334
H 1.706 1.263 0.813 0.147
H -2.523 1.176 -0.124 0.141
```

Orbital gap in eV: 8.62

=====

So which one is most stable? That would be a, about 1.197 eV below the next structure.

=====

--- a ---
The following is a DFT calculation (the ωB97M-V functional and the def2-TZVPD basis) of a 2-piece molecular cluster, C4H12NPS2 overall.

Structure (XYZ):
```
20
Properties=species:S:1:pos:R:3:mulliken_charge:R:1
C 0.410 -0.356 2.623 -1.025
C 1.819 1.688 -2.026 -0.968
C -3.858 0.367 0.056 -0.768
C 0.895 -0.766 1.249 -0.389
N 1.174 0.875 -1.073 -0.057
P 1.779 0.675 0.483 0.117
S 3.740 0.511 0.335 -0.414
S -2.120 0.572 -0.126 -0.082
H 1.192 0.262 3.151 0.320
H -0.475 0.280 2.475 0.219
H 0.279 -1.177 3.183 0.403
H 2.224 2.617 -1.514 0.324
H 2.789 1.363 -2.320 0.316
H 1.133 1.939 -2.771 0.350
H -4.361 1.165 -0.433 0.296
H -4.075 0.380 1.158 0.254
H -4.161 -0.601 -0.407 0.272
H 0.014 -0.967 0.650 0.282
H 1.672 -1.499 1.154 0.375
H 0.139 0.946 -1.139 0.176
```

Orbital gap (alpha / beta) in eV: 7.61 / 4.66

=====

--- b ---
The following is a DFT calculation (the ωB97M-V functional and the def2-TZVPD basis) of C4H12NPS2 as an isolated structure.

Structure (XYZ):
```
20
Properties=species:S:1:pos:R:3:mulliken_charge:R:1
C 0.833 -1.837 1.986 -1.210
C 0.973 1.326 -2.350 -0.860
C -2.544 1.044 0.494 -0.738
C 0.365 -1.503 0.581 -0.327
N 0.511 0.222 -1.531 -0.264
P 0.907 0.204 0.102 0.296
S 2.730 0.691 0.495 -0.384
S -1.041 1.846 1.100 -0.206
H 0.619 -2.880 2.216 0.358
H 1.907 -1.674 2.071 0.334
H 0.333 -1.203 2.717 0.308
H 0.382 2.236 -2.212 0.295
H 2.005 1.539 -2.073 0.302
H 0.936 1.028 -3.398 0.313
H -2.584 1.069 -0.593 0.219
H -3.366 1.630 0.898 0.335
H -2.615 0.024 0.865 0.228
H -0.721 -1.583 0.492 0.317
H 0.827 -2.162 -0.160 0.369
H -0.459 -0.019 -1.699 0.316
```

Orbital gap in eV: 8.04

=====

So which one is most stable? That would be b, about 2.596 eV below the next structure.

=====

--- a ---
The following is a DFT calculation (the ωB97M-V functional and the def2-TZVPD basis) of one molecule with the formula C11H18N4O3.

Structure (XYZ):
```
36
Properties=species:S:1:pos:R:3:mulliken_charge:R:1
C 2.068 0.614 0.673 -0.107
C 1.086 1.618 0.041 0.067
C 2.933 -0.186 -0.382 0.898
C 2.268 -1.480 -0.878 -1.501
C 4.393 -0.249 0.089 -1.799
C -1.313 1.596 -0.692 0.147
C -2.300 2.118 0.308 0.183
C -2.056 0.499 -1.489 -1.296
C -2.495 -0.597 -0.682 0.343
C -3.775 -0.914 -0.365 -0.556
C -2.381 -2.126 0.848 -0.414
H 1.680 -0.338 2.560 0.254
H 1.225 -1.178 1.162 0.081
H 2.725 1.235 1.274 0.630
H 3.012 0.491 -1.247 0.233
H 2.266 -2.291 -0.113 0.335
H 1.254 -1.293 -1.160 0.301
H 2.733 -1.840 -1.821 0.380
H 4.965 -0.561 -0.737 0.469
H 4.525 -0.942 0.916 0.352
H 4.820 0.683 0.310 0.482
H -0.005 -0.037 -0.044 -0.107
H -1.031 2.370 -1.386 0.559
H -2.929 0.945 -1.931 0.522
H -1.523 0.122 -2.372 0.358
H -4.721 -0.561 -0.740 0.437
H -2.110 -2.790 1.688 0.383
H -4.518 -2.474 0.719 0.253
H -2.659 2.657 2.040 0.386
N 1.333 -0.279 1.605 -0.487
N -0.092 0.994 -0.197 0.345
N -1.596 -1.414 0.054 -0.262
N -3.710 -1.880 0.604 -0.127
O 1.253 2.804 -0.147 -0.725
O -3.333 2.613 -0.131 -0.613
O -1.995 2.068 1.622 -0.405
```

Orbital gap in eV: 9.23
SMILES: CC(C)[C@H](N)C(=O)N[C@@H](Cc1c[nH]cn1)C(=O)O

=====

--- b ---
The following is a DFT calculation (the ωB97M-V functional and the def2-TZVPD basis) of one molecule with the formula C11H18N4O3.

Structure (XYZ):
```
36
Properties=species:S:1:pos:R:3:mulliken_charge:R:1
C -0.813 -1.938 1.454 0.168
C -0.428 -1.865 -0.061 0.344
C -2.298 -1.734 1.833 0.473
C -3.249 -2.913 1.542 -1.641
C -2.971 -0.380 1.446 -1.460
C 0.373 -0.162 -1.690 -0.620
C 1.853 -0.353 -1.632 0.492
C -0.054 1.270 -1.887 -0.995
C 0.458 2.178 -0.793 0.197
C 0.865 3.485 -0.784 -0.710
C 0.937 2.693 1.298 -0.471
H 1.018 -0.942 1.913 0.398
H -0.447 -0.115 2.288 0.217
H -0.567 -2.940 1.761 0.492
H -2.203 -1.739 2.932 0.180
H -4.265 -2.856 1.826 0.455
H -2.973 -3.867 1.956 0.398
H -3.310 -3.096 0.448 0.322
H -3.192 -0.310 0.411 0.325
H -3.872 -0.194 1.990 0.485
H -2.337 0.489 1.646 0.324
H -0.138 0.141 0.311 0.307
H 0.033 -0.959 -2.325 0.739
H 0.285 1.694 -2.847 0.431
H -1.146 1.314 -1.917 0.346
H 0.919 4.231 -1.566 0.426
H 1.032 2.564 2.345 0.475
H 1.759 4.610 0.760 0.209
H 3.416 -0.027 -2.700 0.382
N 0.098 -1.018 2.365 -0.804
N -0.309 -0.565 -0.429 0.206
N 0.565 1.765 0.489 -0.208
N 1.199 3.841 0.505 -0.138
O -0.233 -2.831 -0.841 -0.737
O 2.418 -0.822 -0.679 -0.539
O 2.450 0.173 -2.742 -0.470
```

Orbital gap in eV: 9.43
SMILES: CC(C)[C@H](N)C(=O)N[C@@H](Cc1c[nH]cn1)C(=O)O

=====

So which one is most stable? That would be a, about 0.217 eV below the next structure.

=====

--- a ---
The following is a DFT calculation (the ωB97M-V functional and the def2-TZVPD basis) of C4H5F2N as an isolated structure.

Structure (XYZ):
```
12
Properties=species:S:1:pos:R:3:mulliken_charge:R:1
C 0.306 0.230 0.246 0.211
C 0.354 -1.374 -0.923 -0.648
C -0.818 -0.302 -0.630 1.126
C 0.422 1.426 1.140 -1.036
N 1.225 -0.570 -0.084 -0.508
F -1.928 -0.904 0.048 -0.320
F -1.397 0.284 -1.675 -0.278
H 0.020 -2.324 -0.372 0.257
H 0.578 -1.482 -2.041 0.288
H 0.285 0.845 2.076 0.252
H -0.360 2.084 1.054 0.344
H 1.313 2.085 1.161 0.312
```

Orbital gap in eV: 11.82

=====

--- b ---
The following is a DFT calculation (the ωB97M-V functional and the def2-TZVPD basis) of one molecule with the formula C4H5F2N.

Structure (XYZ):
```
12
Properties=species:S:1:pos:R:3:mulliken_charge:R:1
C 0.817 -0.153 1.434 -0.208
C 0.225 -0.023 0.254 0.246
C -1.115 0.510 0.033 0.046
C -1.474 1.033 -1.351 -0.361
H 0.316 0.055 2.389 0.313
H -1.743 0.782 0.872 0.291
H -2.342 1.661 -1.498 0.269
H -0.608 1.264 -1.959 0.230
H -1.139 -0.930 -1.405 0.290
N -1.793 -0.313 -0.961 -0.584
F 2.103 -0.574 1.520 -0.241
F 0.936 -0.408 -0.841 -0.289
```

Orbital gap in eV: 10.14
SMILES: F/C=C(\F)[C@H]1CN1

=====

So which one is most stable? That would be a, about 0.236 eV below the next structure.

=====

--- a ---
The following is a DFT calculation (the ωB97M-V functional and the def2-TZVPD basis) of a 3-piece molecular cluster, C2H3ClN4O2 overall.

Structure (XYZ):
```
12
Properties=species:S:1:pos:R:3:mulliken_charge:R:1
C -0.013 1.228 -0.024 0.169
C -0.312 -2.017 1.569 0.127
N 1.979 -0.137 -0.199 -0.673
N 1.644 -1.115 -0.812 0.974
N 1.276 0.962 0.259 0.055
N 1.418 -2.114 -1.257 -0.517
O -0.766 0.375 -0.395 -0.572
O -0.780 -3.028 1.532 -0.146
Cl -3.563 0.728 -0.954 -0.292
H -0.363 2.158 0.457 0.297
H -2.348 1.055 -0.706 0.274
H 1.828 1.907 0.531 0.304
```

Orbital gap in eV: 9.82

=====

--- b ---
The following is a DFT calculation (the ωB97M-V functional and the def2-TZVPD basis) of one molecule with the formula C2H3ClN4O2.

Structure (XYZ):
```
12
Properties=species:S:1:pos:R:3:mulliken_charge:R:1
C -1.403 0.456 -0.025 0.036
C 0.885 -0.910 -0.411 -0.195
N -0.378 0.652 0.811 -1.202
N 0.617 -0.074 0.570 0.753
N -1.355 -0.569 -0.770 -0.374
N 2.268 -1.271 -0.263 1.051
O 2.643 -2.132 -1.032 -0.556
O 2.878 -0.781 0.673 -0.661
Cl -2.613 -0.890 -1.813 -0.084
H -2.161 1.118 0.014 0.502
H 0.411 -1.651 -0.943 0.420
H 1.360 0.189 1.215 0.311
```

Orbital gap in eV: 8.15

=====

So which one is most stable? That would be a, about 2.832 eV below the next structure.

=====

--- a ---
The following is a DFT calculation (the ωB97M-V functional and the def2-TZVPD basis) of one molecule with the formula C4H5NS.

Structure (XYZ):
```
11
Properties=species:S:1:pos:R:3:mulliken_charge:R:1
C 0.581 1.095 1.535 -0.186
C 1.208 0.551 -1.022 -0.566
C -1.055 -0.385 0.174 -0.713
C -0.101 0.209 0.843 0.076
N 1.165 1.791 -0.772 -0.371
S 1.769 2.107 0.836 -0.010
H 0.617 1.213 2.538 0.373
H 1.680 -0.099 -0.344 0.538
H 0.886 0.320 -2.085 0.323
H -1.033 -1.383 -0.223 0.305
H -1.833 0.184 -0.471 0.229
```

Orbital gap in eV: 9.00
SMILES: C=C=CSN=C

=====

--- b ---
The following is a DFT calculation (the ωB97M-V functional and the def2-TZVPD basis) of C4H5NS as an isolated structure.

Structure (XYZ):
```
11
Properties=species:S:1:pos:R:3:mulliken_charge:R:1
C 1.025 -1.714 0.390 -0.499
C 0.771 -0.453 0.170 0.248
C -0.398 -1.216 0.795 -0.768
C -0.569 1.700 -0.363 -0.383
N 0.492 1.420 -1.896 -0.387
S 1.075 1.243 -0.481 0.182
H 1.656 -2.442 0.254 0.488
H -1.165 -1.298 0.049 0.309
H -0.633 -0.947 1.797 0.276
H -1.013 2.799 -0.438 0.265
H -1.240 0.909 -0.276 0.269
```

Orbital gap in eV: 8.94

=====

--- c ---
The following is a DFT calculation (the ωB97M-V functional and the def2-TZVPD basis) of a 2-piece molecular cluster, C4H5NS overall.

Structure (XYZ):
```
11
Properties=species:S:1:pos:R:3:mulliken_charge:R:1
C -0.519 0.009 1.150 -0.362
C -1.753 -0.391 -1.375 0.182
C -1.009 -1.402 -1.734 -0.459
C 1.311 1.504 1.508 -0.425
N 0.272 0.885 1.410 -0.033
S -2.907 0.634 -1.125 -0.297
H -1.177 -0.495 1.761 0.341
H -1.240 -1.808 -2.808 0.197
H -0.241 -1.819 -1.252 0.401
H 1.450 2.520 1.757 0.255
H 2.262 0.974 1.632 0.200
```

Orbital gap in eV: 8.12

=====

So which one is most stable? That would be a, about 0.865 eV below the next structure.

=====

--- a ---
The following is a DFT calculation (the ωB97M-V functional and the def2-TZVPD basis) of C4H5NS as an isolated structure.

Structure (XYZ):
```
11
Properties=species:S:1:pos:R:3:mulliken_charge:R:1
C 1.313 0.242 -0.414 -0.278
C 0.516 1.075 0.197 -0.574
C 0.964 -1.173 -0.206 -0.094
C -0.902 -0.187 0.686 -0.091
N -0.175 -1.333 0.320 -0.394
S -2.470 0.062 -0.123 -0.225
H 2.307 0.443 -0.982 0.277
H 0.093 1.985 0.265 0.553
H 1.443 -2.102 -0.481 0.411
H -1.070 0.027 1.815 0.279
H -2.019 0.962 -1.076 0.135
```

Orbital gap in eV: 9.46

=====

--- b ---
The following is a DFT calculation (the ωB97M-V functional and the def2-TZVPD basis) of one molecule with the formula C4H5NS.

Structure (XYZ):
```
11
Properties=species:S:1:pos:R:3:mulliken_charge:R:1
C -0.814 -0.080 -0.060 0.234
C 0.001 1.112 -0.043 -0.282
C 1.295 0.646 -0.255 -0.577
C 0.051 -1.178 -0.108 -0.603
H -2.945 0.330 0.989 0.126
H -0.435 2.146 -0.074 0.348
H 2.158 1.225 -0.191 0.398
H 2.067 -1.198 0.096 0.180
H -0.146 -2.191 0.053 0.440
N 1.311 -0.700 -0.161 0.015
S -2.543 -0.113 -0.246 -0.280
```

Orbital gap in eV: 9.34
SMILES: Sc1cc[nH]c1

=====

So which one is most stable? That would be b, about 2.579 eV below the next structure.